Density functional theory data (wB97M-V/def2-TZVPD) for an isolated molecule of C3H6N2O.

Structure (XYZ):
```
12
C3H6N2O wB97M-V/def2-TZVPD
C -2.502 0.304 -0.185
N -1.496 0.500 0.515
C -0.393 -0.336 0.358
O -0.333 -1.539 0.329
N 0.758 0.474 0.142
C 2.054 -0.152 -0.004
H -3.259 1.059 0.003
H -2.462 -0.555 -0.989
H 0.538 1.415 -0.043
H 2.468 0.101 -0.929
H 2.831 -0.090 0.749
H 1.795 -1.181 0.053
```

Structure (SMILES): C=NC(=O)NC
Largest force on an atom in Eh/bohr: 0.07143
Total charge: 0
Frontier orbital gap in eV: 10.25
Highest occupied orbital energy in eV: -9.538
Relative energy (zero: lowest compared OMol25 entry of this formula, charge and spin) in eV: 1.683
Electronic energy in eV: -8235.0159

Density functional theory data (wB97M-V/def2-TZVPD) for an isolated molecule of C3H6N2O.

Structure (XYZ):
```
12
C3H6N2O wB97M-V/def2-TZVPD
O -1.531 0.830 -0.013
N -1.620 -0.551 0.070
C -0.413 -1.030 0.117
N 0.520 -0.324 -0.400
C 1.087 0.967 0.147
C 1.935 -0.219 0.042
H -2.479 1.023 -0.166
H -0.251 -2.176 0.140
H 0.758 1.592 1.021
H 1.138 1.653 -0.701
H 2.655 -0.205 -0.808
H 2.477 -0.715 1.097
```

Structure (SMILES): O/N=C\N1CC1
Largest force on an atom in Eh/bohr: 0.14517
Total charge: 0
Frontier orbital gap in eV: 9.28
Highest occupied orbital energy in eV: -8.316
Relative energy (zero: lowest compared OMol25 entry of this formula, charge and spin) in eV: 5.469
Electronic energy in eV: -8231.2297

Density functional theory data (wB97M-V/def2-TZVPD) for an isolated molecule of C3H6N2O.

Structure (XYZ):
```
12
C3H6N2O wB97M-V/def2-TZVPD
C -1.581 -0.203 1.091
C -0.618 -0.814 0.431
C 0.792 -0.298 0.350
N 1.042 0.358 -0.920
N 0.188 1.206 -1.410
O 0.541 1.800 -2.421
H -1.412 0.713 1.628
H -2.581 -0.595 1.116
H -0.815 -1.722 -0.117
H 0.970 0.415 1.164
H 1.506 -1.122 0.443
H 1.966 0.262 -1.355
```

Structure (SMILES): C=CCNN=O
Largest force on an atom in Eh/bohr: 0.02517
Total charge: 0
Frontier orbital gap in eV: 10.05
Highest occupied orbital energy in eV: -9.134
Relative energy (zero: lowest compared OMol25 entry of this formula, charge and spin) in eV: 3.728
Electronic energy in eV: -8232.9706

Density functional theory data (wB97M-V/def2-TZVPD) for an isolated molecule of C3H6N2O.

Structure (XYZ):
```
12
C3H6N2O wB97M-V/def2-TZVPD
N 2.461 0.005 -1.843
C 1.755 0.192 -0.945
C 0.736 0.330 0.124
O 0.938 -0.749 1.021
C -0.737 0.344 -0.503
N -1.604 -0.641 0.096
H 0.777 1.305 0.600
H 0.953 -0.446 1.935
H -0.652 0.176 -1.582
H -1.204 1.335 -0.378
H -1.958 -0.312 0.992
H -1.048 -1.473 0.280
```

Structure (SMILES): N#C[C@H](O)CN
Largest force on an atom in Eh/bohr: 0.02474
Total charge: 0
Frontier orbital gap in eV: 10.07
Highest occupied orbital energy in eV: -9.793
Relative energy (zero: lowest compared OMol25 entry of this formula, charge and spin) in eV: 1.833
Electronic energy in eV: -8234.8662